# 1
Here is a 5-piece molecular cluster, C40H72BrClFN4O12 overall from the OMol25 dataset. Energies are from ωB97M-V with the def2-TZVPD basis set.

Summary:
**LUMO level**: -2.15 eV

ORCA input file:
```
! wB97M-V def2-TZVPD RIJCOSX def2/J DEFGRID3
* xyz 1 1
C -0.7311 1.3800 2.5766
C -0.8820 1.4784 1.0635
C -1.3157 2.8332 0.4846
Cl -2.5119 3.5376 1.6574
C -1.9571 2.9005 -0.9257
C -2.1688 4.4696 -1.1174
O -1.1930 5.0027 -2.0391
N -0.4420 6.0091 -1.4361
O 0.4001 6.4129 -2.1455
C -3.2714 2.0487 -0.8559
C -4.6665 2.6790 -0.9553
C -5.6737 2.2573 -2.0595
C -6.4497 3.4664 -2.5773
C -7.5088 3.0767 -3.6124
C -6.9023 2.8739 -4.9931
N -7.8936 2.3245 -5.9138
N -3.0231 0.7655 -1.6422
C -4.0179 -0.3046 -1.3410
C -3.3864 -1.6948 -1.5071
C -2.4354 -2.0425 -0.3559
C -1.2438 -2.8844 -0.8403
O -1.1095 -4.0415 -0.0221
C -2.6367 0.8914 -3.0691
C -1.7701 2.1608 -3.2833
Br -3.1298 3.5157 -3.9048
C -0.8701 2.0778 -4.5297
C -1.3266 1.0951 -5.6233
C -0.7627 -0.3577 -5.6256
C 0.2344 -0.7848 -4.5631
O 0.9283 -1.9417 -5.0180
C 0.2417 -3.1651 -4.8006
N -1.1030 2.4796 -2.0593
C 0.0908 1.7024 -1.7906
C 1.2990 2.5257 -1.3434
F 2.4447 1.9322 -1.8432
H -0.0572 0.5441 2.7178
H -1.6530 1.1294 3.0830
H -0.2348 2.2429 2.9990
H 0.1085 1.2598 0.6910
H -1.5290 0.6590 0.7544
H -0.4825 3.5212 0.5277
H -1.9908 5.0430 -0.2185
H -3.1266 4.7600 -1.5231
H -3.2784 1.6180 0.1343
H -4.6649 3.7566 -0.9440
H -5.1931 2.4490 -0.0365
H -6.4328 1.6009 -1.6467
H -5.2335 1.7379 -2.9033
H -6.9426 3.9111 -1.7154
H -5.7733 4.2262 -2.9574
H -8.2732 3.8451 -3.6328
H -7.9407 2.1283 -3.3041
H -6.4851 3.8130 -5.3512
H -6.0619 2.1906 -4.8810
H -8.1639 2.9881 -6.6237
H -7.5898 1.4582 -6.3304
H -2.1764 0.4129 -1.1853
H -4.8642 -0.2539 -2.0053
H -4.3364 -0.2279 -0.3111
H -2.9211 -1.7479 -2.4863
H -4.2186 -2.3874 -1.4986
H -2.9138 -2.6419 0.4074
H -2.0293 -1.1425 0.1019
H -1.4209 -3.2128 -1.8593
H -0.3128 -2.3136 -0.8426
H -0.8940 -4.7845 -0.6038
H -3.4517 0.8031 -3.7674
H -1.9748 0.0607 -3.2860
H -0.8594 3.0427 -5.0060
H 0.1806 1.9038 -4.3235
H -1.0345 1.5429 -6.5626
H -2.4061 1.0453 -5.6853
H -1.6008 -1.0514 -5.6052
H -0.2807 -0.5405 -6.5756
H -0.2197 -1.0431 -3.5993
H 1.0173 -0.0598 -4.3669
H 0.0786 -3.6627 -5.7527
H -0.7203 -3.0362 -4.3125
H 0.8930 -3.8205 -4.2306
H -0.0767 0.8485 -1.1279
H 0.4783 1.1909 -2.6576
H 1.3776 2.6379 -0.2672
H 1.2006 3.4920 -1.8287
O 1.6312 -1.0853 2.8201
C 0.9775 -1.9450 3.3529
O 0.4724 -1.7997 4.5895
C -0.1571 -3.0263 5.0178
C -0.4908 -3.7668 3.7301
C 0.6406 -3.3169 2.8079
H 0.5488 -3.5736 5.6433
H -1.0366 -2.7865 5.6092
H -0.5570 -4.8442 3.8616
H -1.4479 -3.4169 3.3369
H 1.5233 -3.9514 2.9047
H 0.3355 -3.2564 1.7655
O 3.7650 -3.8631 4.3133
C 4.5563 -3.4010 3.5359
O 5.4162 -4.1636 2.8289
C 6.2956 -3.3212 2.0533
C 5.5511 -2.0035 1.9067
C 4.7671 -1.9397 3.2140
H 7.2366 -3.2096 2.5948
H 6.4955 -3.8033 1.0994
H 6.2072 -1.1522 1.7423
H 4.8579 -2.0629 1.0645
H 5.3487 -1.4748 4.0122
H 3.8129 -1.4364 3.1056
O 8.1100 0.6318 2.4463
C 7.8631 1.3748 1.5425
O 6.7328 1.2666 0.8000
C 6.7553 2.2194 -0.2786
C 7.7242 3.3049 0.1705
C 8.7167 2.5123 1.0199
H 7.0927 1.7089 -1.1830
H 5.7478 2.5949 -0.4420
H 8.1779 3.8437 -0.6587
H 7.2029 4.0299 0.7970
H 9.5264 2.0926 0.4216
H 9.1243 3.0942 1.8410
O 0.7282 -4.3399 8.9870
C 1.9027 -4.5308 8.8596
O 2.4862 -5.7257 9.1179
C 3.9153 -5.6243 8.9695
C 4.1329 -4.4210 8.0643
C 2.9547 -3.5255 8.4341
H 4.3582 -5.4883 9.9585
H 4.2935 -6.5490 8.5409
H 5.1069 -3.9538 8.1978
H 4.0445 -4.7222 7.0192
H 3.1787 -2.8754 9.2813
H 2.6026 -2.9341 7.5933
*
```

# 2
Here is a 12-piece molecular cluster, C40H72Cl4O30 overall from the OMol25 dataset. Energies are from ωB97M-V with the def2-TZVPD basis set.

Summary:
**LUMO level**: -0.01 eV
**Structure (SMILES)**: CCOC(=O)OC.CCOC(=O)OC.CCOC(=O)OC.CCOC(=O)OC.CCOC(=O)OC.CCOC(=O)OC.O=C1OCCO1.O=C1OCCO1.O=C1OCCO1.O=C1OCCO1.ClCCCl.ClCCCl

ORCA input file:
```
! wB97M-V def2-TZVPD RIJCOSX def2/J DEFGRID3
* xyz 0 1
C 0.7528 -7.4329 -3.0569
C 1.3019 -6.6577 -1.8560
O 1.6620 -5.3340 -2.2116
C 0.7415 -4.3397 -2.0430
O -0.4319 -4.5972 -1.9689
O 1.2939 -3.1780 -2.1587
C 2.6634 -2.8758 -1.9376
H -0.2403 -7.0827 -3.3382
H 0.6168 -8.4911 -2.8249
H 1.4320 -7.3585 -3.9058
H 2.2052 -7.1282 -1.4728
H 0.5343 -6.6268 -1.0811
H 3.2445 -2.9592 -2.8506
H 3.1406 -3.4913 -1.1724
H 2.7574 -1.8825 -1.5012
C 3.3171 3.6511 6.5551
C 1.8653 3.5314 6.1431
O 1.7838 3.6590 4.7416
C 0.6308 3.7353 4.1126
O -0.4578 3.7317 4.6187
O 0.9125 3.8511 2.8123
C -0.1655 4.1553 1.9614
H 3.3969 3.6274 7.6427
H 3.6644 4.6639 6.3218
H 4.0423 3.0107 6.0579
H 1.2553 4.2798 6.6529
H 1.4696 2.5699 6.4831
H -0.0864 3.6705 0.9884
H -0.1968 5.2166 1.7053
H -1.1230 3.8384 2.3638
C 1.4455 -0.3932 -4.5257
C 2.9359 -0.3069 -4.7372
O 3.5267 0.9421 -4.4561
C 4.4168 1.4864 -5.2600
O 4.8987 0.9602 -6.2372
O 4.7190 2.6894 -4.8123
C 5.7236 3.3948 -5.5327
H 0.9784 -1.3603 -4.6605
H 1.0814 0.2953 -5.3001
H 1.2574 0.0202 -3.5322
H 3.2319 -0.5971 -5.7477
H 3.3638 -1.0678 -4.0734
H 5.8511 4.3325 -4.9978
H 5.3565 3.5231 -6.5500
H 6.7129 2.9376 -5.5755
C 0.2213 -5.1865 -6.9645
C -1.0338 -4.7939 -6.2258
O -0.6870 -3.8419 -5.2103
C -1.5580 -2.9178 -4.8200
O -2.6397 -2.7656 -5.3393
O -1.0903 -2.2529 -3.7921
C -1.8663 -1.2690 -3.1374
H -0.0334 -5.8849 -7.7590
H 0.9307 -5.5070 -6.2059
H 0.6002 -4.3030 -7.4844
H -1.3815 -5.6299 -5.6067
H -1.8895 -4.4449 -6.8021
H -2.5825 -0.8458 -3.8385
H -1.1969 -0.5045 -2.7484
H -2.3710 -1.6764 -2.2595
C -4.2196 -1.4395 5.5735
C -3.0818 -2.0783 4.7903
O -3.5462 -2.8875 3.7267
C -2.7511 -3.1789 2.6938
O -1.7049 -2.6735 2.3869
O -3.3350 -4.1944 2.0901
C -2.7294 -4.8494 0.9916
H -3.7147 -0.8087 6.3107
H -4.8185 -2.1291 6.1650
H -4.7977 -0.7924 4.9185
H -2.3998 -2.5462 5.5045
H -2.4879 -1.2626 4.3714
H -2.5334 -4.2158 0.1224
H -3.4025 -5.6164 0.6197
H -1.7743 -5.2473 1.3360
C 2.8948 1.0234 2.2752
C 4.0022 1.9779 1.8407
O 5.1818 1.1857 1.6994
C 6.3857 1.7314 1.7645
O 6.6635 2.8915 1.8713
O 7.2572 0.7185 1.6683
C 8.6242 1.0388 1.9016
H 2.0339 1.6164 2.5788
H 3.1092 0.4461 3.1796
H 2.7492 0.2020 1.5724
H 4.2101 2.7584 2.5777
H 3.8353 2.4905 0.8910
H 9.2789 0.4007 1.3104
H 8.8779 0.8534 2.9452
H 8.7910 2.0695 1.5942
O -5.8155 4.3897 3.3119
C -5.0467 3.4835 3.1839
O -4.3545 2.9755 4.2044
C -3.5581 1.8813 3.7819
C -3.5452 2.0805 2.2726
O -4.7072 2.8778 2.0313
H -2.5920 1.8831 4.2809
H -3.9665 0.8788 3.9524
H -3.6531 1.1833 1.6697
H -2.5887 2.4799 1.9325
O -0.2089 0.6234 3.5610
C 0.3515 0.0849 4.4755
O -0.1439 -0.9810 5.0537
C 0.5717 -1.3383 6.2679
C 1.8389 -0.4865 6.1209
O 1.5094 0.4244 5.0981
H -0.0348 -1.1073 7.1464
H 0.5236 -2.4264 6.2365
H 2.7390 -1.0798 5.9643
H 1.9224 0.1412 7.0100
O -2.0187 4.7748 -0.8884
C -2.8594 3.9968 -1.1766
O -2.7971 2.6648 -0.9364
C -3.8115 1.9629 -1.6116
C -4.7142 3.1045 -2.1905
O -4.0282 4.2858 -1.7826
H -3.4660 1.3594 -2.4517
H -4.3627 1.2961 -0.9562
H -5.7131 3.1104 -1.7681
H -4.7102 2.9628 -3.2674
O 1.0135 2.0652 -1.5119
C 0.5344 1.2024 -0.8440
O -0.4797 1.4158 0.0466
C -1.1436 0.1354 0.2643
C -0.0305 -0.7701 -0.0171
O 0.6659 -0.1284 -1.0573
H -1.3738 -0.0195 1.3192
H -1.9997 -0.0177 -0.3936
H -0.2523 -1.7213 -0.5109
H 0.5617 -0.9721 0.8805
Cl -6.6052 0.0684 -1.6878
C -6.9012 0.1889 0.0307
C -6.2079 -0.8628 0.8604
Cl -4.4465 -1.0133 0.6284
H -7.9731 0.1384 0.2193
H -6.5923 1.2036 0.2898
H -6.6246 -1.8337 0.5957
H -6.3942 -0.6963 1.9194
Cl -0.6833 4.6720 -5.7841
C 0.0600 4.5249 -4.1255
C 1.4149 3.8533 -4.1508
Cl 2.5221 4.7741 -5.2595
H -0.6760 3.9568 -3.5582
H 0.0658 5.5000 -3.6452
H 1.4375 2.9272 -4.7203
H 1.8459 3.6499 -3.1743
*
```

Question: LUMO level of number 1 (C40H72BrClFN4O12)?
Answer: -2.15 eV

Question: Which of these has the lowest LUMO level?
Answer: C40H72BrClFN4O12